ORCA calculation (ωB97M-V/def2-TZVPD) on a cluster of 8 separate species, C24H48O24 in total at a distorted geometry.

Structure (XYZ):
```
96
Properties=species:S:1:pos:R:3:forces:R:3:lowdin_charge:R:1
C 3.925 -5.906 -2.340 0.768 0.031 -0.683 0.000
O 4.021 -6.233 -3.774 0.946 0.358 0.305 -0.059
C 5.227 -6.502 -4.372 0.026 -1.686 -0.227 -0.486
O 6.352 -6.438 -3.905 -2.720 0.242 -1.072 0.119
O 4.974 -7.093 -5.641 0.333 1.128 1.279 -0.040
C 3.622 -7.129 -6.167 -0.073 -0.465 0.231 -0.063
H 4.854 -5.510 -1.929 0.223 -0.273 -0.323 0.090
H 3.652 -6.821 -1.814 -0.106 0.171 -0.057 0.095
H 3.197 -5.105 -2.213 -0.230 -0.349 -0.312 0.079
H 3.055 -7.957 -5.741 -0.233 0.554 1.150 0.087
H 3.544 -7.511 -7.185 1.299 0.661 -0.454 0.085
H 3.169 -6.139 -6.110 -0.229 -0.366 0.164 0.094
C -3.865 1.215 1.254 1.013 -0.534 -0.531 -0.040
O -4.069 0.468 2.433 0.344 -0.406 1.834 -0.007
C -3.732 -0.828 2.454 -1.048 -0.990 1.800 -0.558
O -3.723 -1.567 1.525 0.404 -0.365 -1.119 0.145
O -3.558 -1.261 3.760 -0.653 2.100 -0.566 -0.021
C -3.710 -2.610 4.137 1.410 -1.656 -0.729 -0.063
H -4.158 2.248 1.444 -0.477 -0.346 -0.080 0.095
H -4.337 0.694 0.422 -0.230 0.495 -0.110 0.100
H -2.790 1.225 1.075 0.117 0.051 -0.301 0.082
H -3.123 -2.807 5.034 -0.236 0.685 0.276 0.089
H -3.207 -3.265 3.426 -0.163 0.024 -0.443 0.078
H -4.702 -3.042 4.271 -0.375 0.849 -0.119 0.095
C 1.919 4.826 1.541 0.028 -0.171 0.341 -0.032
O 1.031 5.330 2.551 -1.249 -0.028 -0.063 -0.010
C -0.281 4.988 2.371 1.903 1.057 3.858 -0.548
O -0.666 4.352 1.464 -1.541 -0.861 -1.838 0.146
O -0.942 5.354 3.540 0.561 0.390 -1.375 -0.016
C -2.380 5.379 3.491 -0.049 -0.673 -0.476 -0.037
H 1.592 5.136 0.548 0.237 0.151 0.053 0.091
H 1.961 3.738 1.577 -0.173 -0.030 0.013 0.080
H 2.905 5.191 1.826 -0.193 0.218 -0.306 0.102
H -2.644 4.609 2.765 -0.571 0.167 0.070 0.078
H -2.803 6.348 3.229 0.481 0.122 -0.400 0.092
H -2.821 5.157 4.462 0.603 -0.331 0.084 0.093
C 0.704 1.967 -0.387 -0.873 -0.382 0.453 -0.058
O 1.096 0.728 -0.945 -1.052 -3.024 -1.501 -0.026
C 0.212 -0.369 -0.853 0.109 -0.973 2.769 -0.453
O -0.729 -0.470 -0.060 1.667 1.087 -2.092 0.089
O 0.707 -1.452 -1.528 0.970 1.850 -0.543 -0.017
C 0.218 -2.785 -1.385 -1.742 0.111 0.437 -0.038
H 1.324 2.767 -0.792 0.223 -0.354 -0.026 0.092
H 0.825 1.869 0.692 -0.207 0.460 0.048 0.084
H -0.331 2.178 -0.658 0.293 -0.131 0.409 0.058
H -0.638 -2.765 -0.711 0.229 -0.119 0.402 0.078
H 0.960 -3.518 -1.068 0.363 0.657 0.254 0.090
H -0.209 -3.177 -2.308 0.312 0.518 -0.436 0.092
C -7.067 -6.388 2.218 1.114 -0.503 0.444 -0.032
O -6.133 -6.104 1.192 0.136 0.312 -0.616 -0.026
C -4.886 -5.726 1.448 0.889 0.354 -0.829 -0.544
O -4.303 -5.804 2.516 -0.524 0.442 -1.726 0.108
O -4.462 -5.277 0.197 0.097 0.162 0.972 -0.051
C -3.098 -4.768 -0.071 -1.350 -0.790 1.573 -0.005
H -6.767 -5.878 3.133 -0.539 0.545 -0.094 0.092
H -6.944 -7.437 2.489 -0.547 -0.218 -0.236 0.095
H -8.022 -6.138 1.756 -0.023 -0.097 0.670 0.101
H -2.936 -3.885 0.547 0.234 -0.159 0.130 0.070
H -3.045 -4.460 -1.115 -0.231 -0.482 0.082 0.089
H -2.493 -5.632 0.205 0.738 0.532 -0.319 0.094
C 0.471 -3.897 6.486 -0.967 -0.021 0.231 -0.065
O 0.705 -3.246 5.240 -0.225 2.483 -0.377 -0.040
C 0.198 -1.942 5.037 -0.666 -0.712 1.430 -0.509
O -0.476 -1.307 5.846 1.680 -1.228 -1.827 0.104
O 0.558 -1.599 3.797 0.255 -1.465 -0.216 -0.012
C 0.491 -0.253 3.354 -0.040 0.782 1.631 -0.024
H 1.369 -4.389 6.861 0.069 -0.024 -0.541 0.090
H -0.333 -4.603 6.279 0.199 -0.353 0.288 0.091
H 0.117 -3.263 7.299 0.031 0.494 -0.353 0.087
H -0.547 0.081 3.334 0.106 0.112 -0.120 0.098
H 1.009 -0.061 2.414 -0.228 -0.859 -0.059 0.086
H 1.056 0.266 4.128 -0.281 0.761 -0.126 0.100
C 7.216 6.404 -1.938 -0.195 1.648 0.256 -0.025
O 5.794 6.208 -1.834 1.111 -1.174 -0.558 -0.008
C 5.175 5.379 -2.677 0.435 -1.790 -3.078 -0.505
O 5.611 4.753 -3.711 -1.765 2.837 4.591 0.054
O 3.928 5.378 -2.175 0.744 1.032 0.629 -0.022
C 2.810 4.960 -2.882 -0.295 -2.127 -0.793 -0.064
H 7.778 5.768 -2.622 -0.498 -0.134 0.126 0.099
H 7.628 6.463 -0.930 -0.099 -0.846 0.057 0.090
H 7.265 7.458 -2.214 0.450 -0.066 -0.681 0.092
H 1.882 5.046 -2.317 0.402 0.871 0.220 0.069
H 2.937 3.879 -2.948 -0.235 -0.267 -0.831 0.099
H 2.724 5.416 -3.868 0.004 0.018 0.117 0.103
C -1.543 3.973 -1.580 -0.779 1.473 1.088 -0.074
O -1.480 3.779 -2.981 0.514 0.251 -0.864 0.028
C -0.878 4.759 -3.683 0.581 0.844 -0.262 -0.547
O -0.222 5.693 -3.254 -0.758 -1.097 0.335 0.097
O -1.064 4.593 -5.004 -2.499 -1.969 3.183 -0.005
C -0.352 5.406 -5.829 1.654 0.405 -1.008 -0.080
H -2.265 4.761 -1.365 -0.233 0.140 -0.163 0.105
H -0.643 4.361 -1.104 0.289 -0.473 -0.422 0.072
H -1.934 3.107 -1.046 0.273 -0.218 -0.653 0.089
H -0.810 5.169 -6.789 0.627 0.627 -0.259 0.109
H 0.665 5.033 -5.703 0.455 0.313 -0.941 0.099
H -0.313 6.457 -5.542 -0.547 0.008 -0.150 0.102
```
Positions in Å, forces in eV/Å.

Computed properties:
total energy	-74801.73697	eV
multiplicity	1
energy above the lowest of the compared OMol25 structures with the same formula, charge and spin	115.5	kcal per mole
HOMO	-10.66	eV
gap between HOMO and LUMO	11.02	eV
charge	0